<P>
The molecule C9H14, computed with ωB97M-V with the def2-TZVPD basis set.

Computed properties:
E_HOMO (spin up / spin down)   -7.32 / -9.80 eV
Gap between HOMO and LUMO (spin up / spin down)   8.28 / 9.14 eV

The geometry in ORCA input format:
```
! RIJCOSX wB97M-V def2-TZVPD def2/J DEFGRID3
* xyz 0 3
C 1.10 0.08 -1.59
C 1.46 -0.41 -2.67
C 0.54 0.76 -0.50
C 1.02 2.16 -0.36
C 0.26 -2.25 0.43
C -0.28 0.26 1.87
C -1.88 1.01 -0.06
C -0.87 -1.25 -0.05
C -0.64 0.19 0.31
H 0.42 2.86 -0.95
H 2.03 2.10 -0.64
H 0.82 2.39 0.68
H 0.26 -2.38 1.51
H 1.16 -1.90 -0.09
H -0.09 -3.14 -0.02
H 0.76 -0.15 2.05
H -0.93 -0.49 2.46
H -0.11 1.34 2.27
H -2.38 0.63 -0.92
H -1.87 1.99 0.22
H -1.74 -1.55 0.49
H -1.08 -1.28 -1.15
H 2.03 -0.97 -3.31
*
```



<Q>
The molecule C9H14, computed with ωB97M-V with the def2-TZVPD basis set.

Computed properties:
E_HOMO (spin up / spin down)   -5.04 / -8.49 eV
Gap between HOMO and LUMO (spin up / spin down)   6.05 / 7.11 eV

The geometry in ORCA input format:
```
! RIJCOSX wB97M-V def2-TZVPD def2/J DEFGRID3
* xyz 0 3
C -0.06 1.26 -0.14
C 0.39 2.55 0.37
C -1.26 0.45 -0.49
C -0.32 -1.42 0.73
C 1.19 1.39 -0.04
C -0.90 -1.05 -0.38
C -0.79 -1.15 2.15
C 2.39 1.00 -0.65
C -0.85 -1.75 -1.67
H 0.36 2.68 1.43
H 0.38 3.48 -0.27
H -2.11 0.60 0.19
H -1.60 0.90 -1.38
H 0.29 -2.39 0.66
H -0.12 -0.66 2.87
H -0.91 -2.18 2.66
H -1.80 -0.74 2.19
H 2.51 -0.08 -0.37
H 3.23 1.51 -0.31
H 2.45 0.98 -1.75
H 0.19 -1.47 -2.01
H -1.55 -1.15 -2.35
H -1.10 -2.75 -1.44
*
```



In order of decreasing stability: <P>, <Q>.